This record from OMol25 describes a single C5H6O molecule. The level of theory is ωB97M-V with the def2-TZVPD basis set.

As for the SMILES: CCC#CC=O. For the total energy, the calculation gives -269.26770 Ha. For the energy above the lowest of the compared OMol25 structures with the same formula, charge and spin, the calculation gives 49.3 kcal/mol. The calculation puts the HOMO energy at -10.1988 eV.

Each line ends with the Löwdin charge.
Atoms and positions in Å:
C: 1.171 0.976 0.771  -0.0993
C: -0.307 0.648 1.019  -0.2455
C: -0.835 -0.054 -0.146  -0.0224
C: -0.950 -0.830 -1.067  0.0307
C: -0.691 -2.132 -1.648  -0.2913
O: 0.439 -2.498 -1.879  0.0487
H: 1.684 0.087 0.390  0.0820
H: 1.288 1.773 0.029  0.0794
H: 1.643 1.283 1.707  0.0716
H: -0.892 1.524 1.318  0.1104
H: -0.373 -0.080 1.838  0.1212
H: -1.560 -2.803 -1.764  0.1144

This record from OMol25 describes a single C5H6O molecule. The level of theory is ωB97M-V with the def2-TZVPD basis set.

As for the SMILES: CCC#CC=O. For the total energy, the calculation gives -269.23764 Ha. For the energy above the lowest of the compared OMol25 structures with the same formula, charge and spin, the calculation gives 68.1 kcal/mol. The calculation puts the HOMO energy at -10.0737 eV.

Each line ends with the Löwdin charge.
Atoms and positions in Å:
C: -1.590 0.403 -0.101  -0.0877
C: -0.689 -0.804 -0.374  -0.2294
C: 0.622 -0.362 -0.781  -0.0370
C: 1.689 0.228 -0.840  0.0345
C: 2.216 0.407 0.547  -0.3074
O: 1.602 0.943 1.440  0.0322
H: -1.110 1.066 0.626  0.0780
H: -1.765 0.979 -1.012  0.0805
H: -2.546 0.065 0.303  0.0735
H: -1.075 -1.511 -1.109  0.1152
H: -0.542 -1.351 0.570  0.1354
H: 3.189 -0.064 0.732  0.1122

This record from OMol25 describes a single C5H6O molecule. The level of theory is ωB97M-V with the def2-TZVPD basis set.

As for the SMILES: C#CC(=O)CC. For the total energy, the calculation gives -269.28387 Ha. For the energy above the lowest of the compared OMol25 structures with the same formula, charge and spin, the calculation gives 39.1 kcal/mol. The calculation puts the HOMO energy at -10.3392 eV.

Each line ends with the Löwdin charge.
Atoms and positions in Å:
C: -1.679 -1.103 2.309  0.1464
C: -1.131 -0.965 1.244  -0.0369
C: -0.459 -0.726 -0.037  -0.4340
O: -0.745 -1.356 -1.032  0.1025
C: 0.603 0.354 -0.003  -0.1906
C: 0.967 0.853 -1.394  -0.1007
H: -2.177 -1.236 3.246  0.0369
H: 0.256 1.164 0.649  0.1182
H: 1.477 -0.081 0.503  0.1283
H: 1.809 1.549 -1.345  0.0731
H: 0.120 1.370 -1.856  0.0816
H: 1.240 0.020 -2.041  0.0751